No. 1
Computed, not measured: a molecular structure, C45H39BrN4O2PSc in a non-equilibrium geometry, with the ωB97M-V functional and the def2-TZVPD basis.

The total energy comes out at -157372.3982 eV. The energy relative to the best compared isomer or geometry (same formula, charge and spin) is 67.01 kcal per mole.

```
! RIJCOSX wB97M-V def2-TZVPD def2/J DEFGRID3
* xyz 2 1
Sc -0.2602 -0.6745 -0.1001
C 2.7920 -0.5917 0.6352
C 2.6232 -1.7961 -0.1909
C 1.6389 -2.7080 -0.0946
C 0.6075 -2.8271 0.9480
C 0.7560 -2.4648 2.2324
C 1.9781 -1.8154 2.7993
H 3.5872 0.0805 0.3377
H 3.3625 -1.9263 -0.9726
H 1.6326 -3.5113 -0.8214
H -0.2474 -3.4541 0.6968
H -0.0170 -2.7314 2.9442
H 1.8143 -1.5919 3.8526
Br -0.7724 1.3653 7.5630
C 0.3126 2.3404 6.3598
C 1.6245 2.6419 6.6973
C 2.3933 3.3925 5.8277
C 1.8780 3.7922 4.5951
C 0.5548 3.4748 4.2666
C -0.2306 2.7668 5.1547
N 2.7054 4.6019 3.7922
N 2.6409 4.6258 2.5602
C 1.9435 3.7112 1.7704
C 1.0680 4.2111 0.8040
C 0.3100 3.3663 0.0223
C 0.4433 1.9826 0.1487
O -0.3294 1.1150 -0.5233
C 1.4125 1.4894 1.0315
N 1.5333 0.0558 1.0934
C 2.4248 -0.5323 2.0954
C 3.2155 0.4051 2.9224
C 3.1335 1.7265 2.7621
C 2.1742 2.3235 1.8453
H 2.0263 2.3058 7.6430
H 3.4060 3.6735 6.0872
H 0.1319 3.8332 3.3368
H -1.2667 2.5515 4.9293
H 0.9567 5.2845 0.7223
H -0.4073 3.7523 -0.6901
H 2.8064 -2.5307 2.7393
H 3.9111 -0.0394 3.6225
H 3.7888 2.3761 3.3248
C -1.5601 0.1050 2.4909
C -3.0064 -0.1759 2.0861
C -3.8257 -0.4889 3.3384
C -3.1243 -1.3308 1.0807
C -4.5690 -1.5063 0.5908
O -4.4742 -1.3547 -0.8335
C -3.2229 -1.1014 -1.1761
N -2.3717 -1.1052 -0.1893
C -3.0442 -0.8634 -2.6279
C -4.2460 -0.7290 -3.3448
C -4.2653 -0.5358 -4.7110
C -3.0729 -0.4798 -5.4128
C -1.8789 -0.6022 -4.7260
C -1.8343 -0.7801 -3.3449
P -0.1365 -0.9730 -2.6650
C 0.4095 -2.4763 -3.5364
C 0.0008 -3.6858 -2.9686
C 0.3334 -4.8899 -3.5646
C 1.0798 -4.8917 -4.7356
C 1.4737 -3.6938 -5.3125
C 1.1434 -2.4837 -4.7179
C 0.7940 0.4229 -3.3649
C 0.1711 1.6376 -3.6471
C 0.9227 2.7101 -4.0991
C 2.2957 2.5844 -4.2594
C 2.9250 1.3882 -3.9468
C 2.1803 0.3127 -3.4883
H -1.4989 1.0193 3.0790
H -0.9375 0.2662 1.6061
H -1.1580 -0.7101 3.0936
H -3.4117 0.7210 1.6054
H -3.4892 -1.4202 3.7998
H -4.8904 -0.5807 3.1254
H -3.7090 0.3110 4.0690
H -2.7500 -2.2469 1.5504
H -5.2341 -0.7285 0.9626
H -4.9992 -2.4807 0.8090
H -5.1843 -0.7766 -2.8165
H -5.2113 -0.4384 -5.2254
H -3.0699 -0.3441 -6.4860
H -0.9476 -0.5572 -5.2753
H -0.6080 -3.6709 -2.0680
H 0.0157 -5.8244 -3.1210
H 1.3474 -5.8303 -5.2020
H 2.0403 -3.6988 -6.2341
H 1.4576 -1.5577 -5.1804
H -0.8979 1.7424 -3.5157
H 0.4347 3.6482 -4.3289
H 2.8762 3.4207 -4.6251
H 3.9962 1.2925 -4.0657
H 2.6750 -0.6198 -3.2412
*
```

Atomic partial charges in e from the Löwdin method, atoms 1 to 2: 0.87 -0.11



No. 2
Computed, not measured: a molecular structure, C45H40AsBrN4STl, with the ωB97M-V functional and the def2-TZVPD basis.

The total energy comes out at -199679.4721 eV. The energy relative to the best compared isomer or geometry (same formula, charge and spin) is 3.74 kcal per mole.

```
! RIJCOSX wB97M-V def2-TZVPD def2/J DEFGRID3
* xyz 1 1
Tl -0.0102 0.7491 -0.4350
Br 4.0707 5.0440 4.0881
C 3.5959 4.0158 2.5793
C 2.4740 4.3673 1.8427
C 2.1113 3.5983 0.7520
C 2.8824 2.5016 0.3886
C 4.0068 2.1578 1.1293
C 4.3664 2.9172 2.2309
N 2.4326 1.7080 -0.6978
C 3.2490 1.3027 -1.5757
C 2.7846 0.4776 -2.7112
C 3.6494 0.1306 -3.7366
C 3.1456 -0.5772 -4.8188
C 1.7984 -0.8951 -4.8394
C 1.0106 -0.5122 -3.7604
N 1.4921 0.1452 -2.7150
H 1.8873 5.2296 2.1281
H 1.2422 3.8545 0.1568
H 4.5740 1.2728 0.8654
H 5.2309 2.6513 2.8227
H 4.3033 1.5877 -1.5528
H 4.6914 0.4190 -3.6893
H 3.7931 -0.8628 -5.6368
H 1.3584 -1.4268 -5.6716
H -0.0508 -0.7399 -3.7370
S 0.7835 0.3812 1.8715
C 0.0457 -1.1942 2.2371
C -0.3404 -1.3779 3.5656
C -0.7156 -2.6267 4.0293
C -0.7019 -3.7234 3.1769
C -0.3729 -3.5437 1.8442
C -0.0329 -2.2834 1.3566
As 0.2227 -1.9868 -0.5298
C 2.0859 -2.4436 -0.8233
C 2.5040 -3.4610 -1.6723
C 3.8612 -3.7076 -1.8419
C 4.8008 -2.9465 -1.1648
C 4.3816 -1.9429 -0.3011
C 3.0302 -1.6876 -0.1293
C -0.8523 -3.2653 -1.5011
C -0.5898 -3.4599 -2.8574
C -1.3930 -4.2996 -3.6134
C -2.4775 -4.9368 -3.0284
C -2.7626 -4.7192 -1.6895
C -1.9605 -3.8813 -0.9275
H -0.3256 -0.5279 4.2359
H -1.0034 -2.7456 5.0656
H -0.9530 -4.7094 3.5436
H -0.3698 -4.3972 1.1788
H 1.7888 -4.0888 -2.1838
H 4.1793 -4.5082 -2.4969
H 5.8563 -3.1463 -1.2946
H 5.1113 -1.3674 0.2551
H 2.7145 -0.9098 0.5578
H 0.2425 -2.9606 -3.3364
H -1.1714 -4.4520 -4.6616
H -3.1038 -5.5933 -3.6176
H -3.6175 -5.1980 -1.2302
H -2.2161 -3.7061 0.1058
C -3.5127 -1.3759 0.4239
C -4.3588 -0.1707 0.8215
C -3.7709 0.5597 2.0007
C -4.2389 0.2990 3.2829
C -3.7047 0.9470 4.3846
C -2.7015 1.8853 4.2082
C -2.2016 2.1724 2.9428
C -1.1711 3.2595 2.7740
C -1.8018 4.6447 2.6293
C -2.7321 1.4813 1.8480
N -2.1498 1.6783 0.5605
C -2.6085 2.5678 -0.2326
C -1.9512 2.8399 -1.4760
C -2.2447 3.7691 -2.4563
C -1.2241 3.6745 -3.4183
C -0.3552 2.6913 -2.9851
N -0.7970 2.1714 -1.8094
H -3.9566 -1.9120 -0.4152
H -3.3958 -2.0670 1.2622
H -2.5089 -1.0513 0.1307
H -5.3707 -0.4924 1.0713
H -4.4465 0.4968 -0.0370
H -5.0451 -0.4143 3.4108
H -4.0888 0.7409 5.3750
H -2.2996 2.4176 5.0630
H -0.5554 3.0446 1.9040
H -0.4992 3.2447 3.6359
H -2.4416 4.6946 1.7455
H -1.0383 5.4188 2.5343
H -2.4196 4.8846 3.4953
H -3.4849 3.1656 0.0253
H -3.0929 4.4357 -2.4592
H -1.1229 4.2524 -4.3220
H 0.5539 2.3466 -3.4478
*
```

Atomic partial charges in e from the Löwdin method, atoms 1 to 2: 0.72 0.77



No. 3
Computed, not measured: a molecular structure, C45H40F3N4SbTi in a non-equilibrium geometry, with the ωB97M-V functional and the def2-TZVPD basis.

The total energy comes out at -91076.3509 eV. Its expectation value of S² is 0.78. The energy relative to the best compared isomer or geometry (same formula, charge and spin) is 2.38 kcal per mole.

```
! RIJCOSX wB97M-V def2-TZVPD def2/J DEFGRID3
* xyz 1 2
Ti -0.0562 -0.2490 1.3933
C -1.1803 4.5890 -1.5860
C -2.0066 3.7151 -0.8986
C -1.4593 2.7541 -0.0569
C -0.0847 2.6436 0.1057
C 0.7451 3.4923 -0.6275
C 0.1991 4.4634 -1.4527
N 0.4616 1.6405 0.9683
C 1.5886 1.9814 1.7415
C 1.9795 3.2760 2.1150
C 3.1363 3.4668 2.8458
C 3.9410 2.3903 3.2390
C 3.5579 1.1087 2.9173
C 2.3787 0.9187 2.2033
N 1.8424 -0.3306 1.8446
N 2.5378 -1.4193 1.9684
C 1.8282 -2.4774 1.4281
C 2.3965 -3.7460 1.4158
C 1.6831 -4.7908 0.8754
C 0.4140 -4.5518 0.3496
C -0.0809 -3.2714 0.3828
N 0.6022 -2.2335 0.9081
H -1.6023 5.3506 -2.2302
H -3.0828 3.7786 -1.0100
H -2.1047 2.0740 0.4757
H 1.8204 3.4027 -0.5357
H 0.8600 5.1235 -2.0019
H 1.3794 4.1246 1.8108
H 3.4254 4.4746 3.1208
H 4.8498 2.5647 3.8005
H 4.1351 0.2452 3.2228
H 3.3851 -3.8685 1.8367
H 2.1065 -5.7883 0.8548
H -0.1765 -5.3413 -0.0956
H -1.0507 -3.0473 -0.0315
C -0.8274 -1.4390 3.2709
C -0.4741 -0.1204 3.6403
C -1.3919 0.7721 3.0171
C -2.2905 0.0061 2.2456
C -1.9358 -1.3595 2.3947
C -2.7831 -2.5030 1.9297
C -3.5674 0.4697 1.6102
C -1.4717 2.2232 3.3524
C 0.4796 0.2754 4.7256
C -0.2281 -2.6865 3.8355
H -3.2200 -2.3239 0.9451
H -3.6113 -2.6380 2.6310
H -2.2374 -3.4438 1.8978
H -3.6164 0.2678 0.5374
H -3.7210 1.5377 1.7537
H -4.4074 -0.0479 2.0775
H -0.4832 2.6794 3.3840
H -1.9179 2.3377 4.3431
H -2.0746 2.7874 2.6461
H 1.1553 1.0767 4.4302
H 1.0850 -0.5671 5.0551
H -0.0909 0.6333 5.5850
H -0.7044 -2.9235 4.7897
H 0.8400 -2.5792 4.0224
H -0.3716 -3.5429 3.1744
F 5.3276 1.1035 -3.7591
C 4.1127 0.8220 -3.2684
C 3.1196 0.4352 -4.1489
C 1.8647 0.1386 -3.6389
C 1.6121 0.2445 -2.2693
C 2.6426 0.6278 -1.4135
C 3.9069 0.9209 -1.9087
Sb -0.2904 -0.2710 -1.5251
C -0.4276 -2.1517 -2.5074
C -1.6673 -2.7108 -2.8248
C -1.7605 -3.9882 -3.3631
C -0.5930 -4.6953 -3.5740
F -0.6733 -5.9309 -4.0903
C 0.6511 -4.1789 -3.2799
C 0.7264 -2.9011 -2.7377
C -1.5662 0.8418 -2.7766
C -1.0705 1.7648 -3.6919
C -1.9371 2.4924 -4.4991
C -3.2921 2.2949 -4.3579
F -4.1283 3.0039 -5.1315
C -3.8254 1.4047 -3.4461
C -2.9493 0.6806 -2.6509
H 3.3371 0.3654 -5.2071
H 1.0849 -0.1819 -4.3206
H 2.4701 0.7082 -0.3510
H 4.7204 1.2205 -1.2598
H -2.5831 -2.1492 -2.6763
H -2.7117 -4.4303 -3.6306
H 1.5376 -4.7685 -3.4783
H 1.7031 -2.4942 -2.5026
H -0.0058 1.9337 -3.7855
H -1.5727 3.2118 -5.2220
H -4.8990 1.2905 -3.3710
H -3.3666 -0.0085 -1.9241
*
```

Atomic partial charges in e from the Löwdin method, atoms 1 to 2: 0.89 -0.08